# 1
{
  "formula": "CH7FN3P",
  "method": "ωB97M-V with the def2-TZVPD basis set",
  "species": ["C", "N", "N", "N", "F", "P", "H", "H", "H", "H", "H", "H", "H"],
  "xyz": [[-0.1036, 0.5026, 0.1836], [-3.3935, 0.6852, 0.9040], [1.4348, -1.0237, -0.1588], [-0.9451, 0.5592, -0.7701], [-2.2963, -1.3515, 0.1664], [-3.1088, -0.0656, -0.4696], [1.4506, -0.5839, -1.0873], [-0.5208, 0.1051, 1.1536], [0.6474, 1.2560, 0.3812], [-4.1399, 1.3445, 1.0167], [1.6238, -2.0042, -0.3010], [2.1821, -0.6530, 0.3623], [-0.7791, 1.0887, -1.5908]],
  "atomic_forces_ev_per_a": [[-2.7, 1.1, 2.1], [0.5, -1.2, -1.6], [-0.4, -0.2, -1.5], [-0.7, -0.7, 0.3], [-0.6, 0.1, -0.6], [0.8, 0.4, 2.9], [0.2, -0.4, 0.5], [0.6, -0.2, -1.2], [0.8, -0.2, -0.6], [-0.3, 0.3, -0.4], [-0.2, -0.4, 0.1], [1.2, 0.5, 0.7], [0.7, 0.8, -0.7]],
  "mulliken_charge": [-0.208, -0.518, -0.677, -0.397, -0.298, 0.324, 0.283, 0.245, 0.326, 0.209, 0.212, 0.244, 0.253],
  "spin_multiplicity": 1,
  "homo_energy_ev": -8.48
}


# 2
{
  "formula": "CH7FOSi2",
  "method": "ωB97M-V with the def2-TZVPD basis set",
  "species": ["F", "C", "Si", "O", "Si", "H", "H", "H", "H", "H", "H", "H"],
  "xyz": [[-1.7067, -1.2459, 0.0815], [-1.6228, -0.0933, -0.7308], [-0.6021, 1.0990, 0.3539], [0.6811, 0.1831, 0.2918], [1.9502, -0.8108, 0.3708], [-0.9727, -0.4465, -1.5606], [-2.6172, 0.3100, -1.0352], [-0.5991, 2.3587, -0.4949], [-1.1341, 1.6527, 1.6156], [2.5059, -0.5196, -1.0195], [2.7102, -0.3950, 1.7467], [1.4073, -2.0924, 0.3807]],
  "atomic_forces_ev_per_a": [[-0.8, -0.3, 0.1], [-0.1, 0.5, 0.5], [-1.8, 1.2, -2.1], [1.1, 0.5, 1.1], [1.3, 2.2, 0.5], [-0.7, 0.8, 0.1], [0.5, -0.9, 0.0], [0.5, -0.4, 0.3], [0.1, -0.7, 0.3], [0.6, -0.4, 1.0], [-0.5, -0.7, -1.9], [-0.3, -1.9, 0.3]],
  "mulliken_charge": [-0.294, -0.289, 0.190, 0.277, 0.179, 0.153, 0.288, -0.132, -0.104, -0.089, -0.076, -0.103],
  "spin_multiplicity": 1,
  "homo_energy_ev": -10.09,
  "smiles": "FC[SiH2]O[SiH3]"
}


# 3
{
  "formula": "CH7IN3",
  "method": "ωB97M-V with the def2-TZVPD basis set",
  "species": ["C", "N", "N", "N", "I", "H", "H", "H", "H", "H", "H", "H"],
  "xyz": [[0.6069, -0.3330, 0.8032], [-0.5303, 1.9783, -0.2437], [-0.0106, -1.3555, 0.3166], [0.1440, -2.0303, -0.7407], [2.4234, 0.3692, -0.1123], [0.3185, 0.0721, 1.8092], [-1.3269, 2.2538, -0.8660], [-1.0344, 1.9017, 0.7159], [-0.7419, -1.6823, 0.9877], [-0.0070, 2.8526, -0.2750], [-0.7129, -2.4339, -1.1319], [0.8711, -1.5925, -1.2629]],
  "atomic_forces_ev_per_a": [[1.8, 0.4, -0.2], [-2.5, 0.4, 0.9], [-2.4, 2.8, 6.4], [0.4, -2.3, -2.9], [-1.3, -0.6, 0.7], [0.3, -0.7, -1.3], [0.7, -0.7, 0.5], [1.3, 0.7, -2.0], [0.5, 0.0, -1.0], [0.2, -0.2, 0.6], [0.8, 0.4, -0.2], [0.3, -0.3, -1.5]],
  "mulliken_charge": [-0.177, -0.717, 0.092, -0.521, 0.200, 0.531, 0.261, 0.273, 0.334, 0.260, 0.293, 0.171],
  "spin_multiplicity": 1,
  "total_charge": 1,
  "homo_energy_ev": -13.85
}


# 4
{
  "formula": "CH7N",
  "method": "ωB97M-V with the def2-TZVPD basis set",
  "species": ["C", "H", "H", "H", "H", "N", "H", "H", "H"],
  "xyz": [[-0.0933, 1.4806, -1.1336], [0.3741, 1.3439, -2.1112], [0.6347, 1.2456, -0.3657], [-0.4376, 2.5121, -1.1388], [-0.9583, 0.8232, -1.0672], [0.1906, -1.4308, 1.1550], [0.3120, -2.4266, 0.9507], [-0.4559, -1.2608, 1.9264], [-0.2615, -0.9801, 0.3672]],
  "atomic_forces_ev_per_a": [[0.0, 0.0, -0.8], [0.0, -0.2, 0.1], [0.0, 0.2, 0.2], [0.1, 0.0, 0.5], [0.0, 0.0, 0.1], [-0.2, 0.2, 0.0], [-0.4, 0.5, 0.3], [0.4, -0.6, -0.1], [0.2, -0.2, -0.2]],
  "mulliken_charge": [-0.927, 0.239, 0.246, 0.256, 0.180, -0.638, 0.225, 0.219, 0.201],
  "spin_multiplicity": 1,
  "homo_energy_ev": -10.06,
  "smiles": "C.N"
}


# 5
{
  "formula": "CH7N2O",
  "method": "ωB97M-V with the def2-TZVPD basis set",
  "species": ["N", "H", "H", "H", "N", "C", "O", "H", "H", "H", "H"],
  "xyz": [[1.3812, 0.6678, -2.5209], [1.2339, 1.5638, -2.0622], [1.3963, -0.0598, -1.8323], [0.4660, 0.6093, -2.9600], [-0.6026, -0.7541, 0.4535], [-0.7236, 0.0679, 1.7549], [-1.5960, -0.3986, 2.6102], [-1.2968, -1.4855, 0.5261], [0.2387, -1.3353, 0.4638], [-0.8427, 1.0890, 1.3563], [0.3457, 0.0355, 2.2106]],
  "atomic_forces_ev_per_a": [[-0.5, 1.0, -0.9], [0.6, -0.2, 0.6], [-0.2, -0.1, 0.6], [0.1, -0.6, -0.2], [0.5, -0.4, -0.4], [1.5, -1.0, 0.5], [-0.7, 0.1, -0.1], [-0.7, 0.2, 0.2], [0.2, 0.4, 0.3], [-0.4, 0.5, 0.1], [-0.4, 0.2, -0.6]],
  "mulliken_charge": [-0.759, 0.233, 0.282, 0.226, -0.600, -0.154, -0.824, 0.207, 0.194, 0.117, 0.077],
  "spin_multiplicity": 1,
  "total_charge": -1,
  "homo_energy_ev": -2.31
}


# 6
{
  "formula": "CH7N2O",
  "method": "ωB97M-V with the def2-TZVPD basis set",
  "species": ["N", "C", "N", "H", "H", "H", "H", "H", "H", "H", "O"],
  "xyz": [[-1.3504, -1.0409, -0.6150], [-0.0516, -0.9301, -0.4638], [0.7312, -0.3256, -1.3375], [-1.8806, -0.8104, -1.4432], [-1.7904, -1.4927, 0.1763], [0.3207, -1.1949, 0.5180], [1.6423, -0.0367, -1.0332], [0.4427, -0.2998, -2.2859], [1.3632, 2.0509, 2.4706], [-0.0625, 2.5017, 2.2520], [0.5646, 1.8287, 1.9756]],
  "atomic_forces_ev_per_a": [[0.6, -1.0, 0.7], [-0.4, 1.7, -0.3], [-0.4, -1.2, 1.4], [0.0, 0.0, 0.0], [-0.6, 0.0, -0.5], [0.3, 0.0, -0.1], [0.4, -0.1, -0.3], [0.1, 0.6, -0.9], [-0.1, -0.1, -0.1], [-0.2, 0.1, 0.0], [0.2, -0.1, 0.0]],
  "mulliken_charge": [-0.314, 0.283, -0.303, 0.240, 0.261, 0.322, 0.257, 0.242, 0.331, 0.321, -0.639],
  "spin_multiplicity": 1,
  "total_charge": 1,
  "homo_energy_ev": -14.94
}


# 7
{
  "formula": "CH7N2O2P",
  "method": "ωB97M-V with the def2-TZVPD basis set",
  "species": ["C", "N", "P", "N", "O", "O", "H", "H", "H", "H", "H", "H", "H"],
  "xyz": [[0.4412, 2.1330, 0.1841], [0.9121, 0.6691, 0.2158], [-0.0108, -0.6033, -0.1833], [-1.0079, -1.4385, -1.3441], [1.1038, -1.8180, 0.0134], [-1.0637, -0.9534, 1.0105], [1.2283, 2.7227, 0.7832], [0.5877, 2.4254, -0.8305], [-0.4774, 2.3011, 0.6338], [-0.9735, -2.4523, -1.0599], [-1.9855, -1.0016, -1.0525], [1.9588, -1.4690, -0.2299], [-0.7132, -0.5153, 1.8595]],
  "atomic_forces_ev_per_a": [[4.3, -1.6, 0.5], [-2.6, 0.1, -1.5], [2.2, -2.0, 2.5], [-1.6, 2.0, 0.9], [-1.3, 0.7, -0.5], [0.9, 1.6, 2.1], [-1.1, -1.0, -0.8], [-0.6, 0.8, -0.6], [-2.0, 0.3, 0.5], [-0.1, 1.5, -0.3], [2.2, -1.7, -1.2], [0.5, 0.2, 0.1], [-0.8, -1.0, -1.7]],
  "mulliken_charge": [-0.772, -0.498, 0.975, -0.759, -0.547, -0.544, 0.229, 0.312, 0.301, 0.321, 0.322, 0.324, 0.335],
  "spin_multiplicity": 1,
  "homo_energy_ev": -9.11,
  "smiles": "CN=P(N)(O)O"
}


# 8
{
  "formula": "CH7N2O2P",
  "method": "ωB97M-V with the def2-TZVPD basis set",
  "species": ["N", "P", "O", "H", "H", "C", "N", "H", "H", "H", "O", "H", "H"],
  "xyz": [[0.2380, -0.6945, -0.5615], [0.3718, -1.0710, -2.1782], [-0.8212, -0.5244, -2.8266], [0.9469, -0.9336, 0.1250], [-0.6207, -0.3823, -0.1096], [-1.2174, -0.0398, 3.1429], [-1.9882, 0.4850, 2.3239], [-0.9403, -1.0246, 2.9658], [-0.6895, 0.3926, 4.0139], [-2.2889, 1.5528, 2.4249], [2.4620, 0.9692, -2.7971], [2.9704, 0.6738, -3.6303], [1.5770, 0.5968, -2.8932]],
  "atomic_forces_ev_per_a": [[0.1, -0.4, 0.4], [-0.1, -0.5, 1.4], [-0.6, 0.2, -0.7], [0.0, 0.0, -0.4], [0.1, 0.1, -0.4], [0.9, 1.5, 1.4], [-1.9, 3.1, -1.2], [0.4, -2.1, -0.3], [-0.5, 0.3, -0.2], [1.2, -2.9, 0.3], [1.4, -0.5, -1.8], [-1.4, 0.7, 2.0], [0.3, 0.4, -0.4]],
  "mulliken_charge": [-0.335, 0.237, -0.453, 0.225, 0.272, -0.271, -0.468, 0.284, 0.231, 0.232, -0.637, 0.339, 0.343],
  "spin_multiplicity": 1,
  "homo_energy_ev": -10.01,
  "smiles": "NP=O.C=N.O"
}


In the order shown, the computed ΔE to the lowest compared entry with this formula, charge and spin values come out to 46.9; 2.7; 80.0; 1.2; 14.1; 12.0; 34.3; 51.9 kcal per mole.
In the order shown, the computed LUMO values come out to 0.687; 0.776; -4.272; 1.102; 4.197; -3.948; 0.361; 0.278 eV.